w.
Here is 5 unconnected molecules or ions with the total composition C15H40O5 from OMol25. Energies are from the ωB97M-V functional and the def2-TZVPD basis.

```
! RIJCOSX wB97M-V def2-TZVPD def2/J DEFGRID3
* xyz 0 1
C 3.0217 2.5988 -2.4704
C 2.9620 3.8760 -1.6642
C 4.1180 3.9222 -0.6695
O 3.0164 5.0437 -2.5113
H 2.8123 2.8557 -3.5148
H 2.4497 1.7677 -2.0701
H 4.0536 2.2499 -2.5974
H 2.0494 3.9692 -1.0616
H 5.1138 3.8975 -1.1150
H 4.0263 2.9876 -0.1022
H 4.0946 4.8196 -0.0469
H 2.8414 5.7891 -1.9294
C -3.7234 -0.7503 -0.4679
C -4.1837 0.6707 -0.7121
C -3.0985 1.7408 -0.6474
O -4.7373 0.6386 -2.0604
H -2.9206 -0.8696 -1.2034
H -4.4805 -1.4817 -0.7399
H -3.4039 -0.9124 0.5598
H -5.0016 0.9743 -0.0459
H -2.8225 1.8170 0.4136
H -3.5411 2.7179 -0.8423
H -2.2433 1.4923 -1.2698
H -5.2723 1.4344 -2.1518
C -0.1878 -0.2198 -3.0143
C -1.3025 -0.8825 -3.8628
C -1.2877 -0.4088 -5.2488
O -1.1455 -2.2893 -3.7527
H -0.0836 0.8658 -2.9828
H 0.7432 -0.5463 -3.4969
H -0.1582 -0.6107 -1.9982
H -2.2483 -0.6213 -3.3708
H -1.5171 0.6594 -5.2341
H -1.9776 -0.9087 -5.9278
H -0.2837 -0.4871 -5.6827
H -0.6528 -2.5688 -2.9811
C 0.5013 1.8881 1.0242
C 0.6185 0.5832 1.8041
C -0.1081 -0.5297 1.0463
O 1.9913 0.1977 1.8997
H 1.4611 2.3545 0.8035
H -0.2141 2.6111 1.4365
H -0.0056 1.8047 0.0527
H 0.1413 0.5841 2.7916
H -1.1899 -0.4056 0.9525
H -0.1394 -1.4936 1.5760
H 0.3463 -0.8207 0.0993
H 2.5005 1.0113 1.9310
C 0.5389 -4.6827 6.2690
C 0.9690 -4.6837 4.8145
C 0.2235 -3.6044 4.0433
O 2.3654 -4.6066 4.6511
H 0.9024 -5.5547 6.8189
H -0.4797 -4.4631 6.5775
H 1.1186 -3.8668 6.7402
H 0.6726 -5.6551 4.4040
H 0.3966 -2.6082 4.4600
H -0.8443 -3.8320 4.0912
H 0.4869 -3.5632 2.9857
H 2.7178 -3.8956 5.2006
*
```

Calculated values
gap between HOMO and LUMO = 10.58 eV
LUMO = 0.567 eV
SMILES = CC(C)O.CC(C)O.CC(C)O.CC(C)O.CC(C)O

***

x.
Here is 5 unconnected molecules or ions with the total composition C15H40O5 from OMol25. Energies are from the ωB97M-V functional and the def2-TZVPD basis.

```
! RIJCOSX wB97M-V def2-TZVPD def2/J DEFGRID3
* xyz 0 1
C 2.8149 1.1595 -5.4114
C 2.1497 -0.2597 -5.5263
C 3.1448 -1.3828 -5.3899
O 1.1510 -0.5822 -4.4793
H 3.3322 1.5511 -6.2873
H 3.3630 1.1096 -4.4706
H 2.0739 1.9322 -5.2064
H 1.7830 -0.2441 -6.5526
H 3.8489 -1.1598 -4.5883
H 3.7724 -1.4792 -6.2759
H 2.7569 -2.3929 -5.2581
H 0.4776 -1.1519 -4.8584
C -5.8928 -2.4806 -0.9994
C -6.8093 -1.4419 -0.2271
C -6.8690 -0.2206 -1.1042
O -8.1225 -1.9623 -0.2013
H -4.8582 -2.1379 -1.0173
H -6.1528 -2.5313 -2.0567
H -5.8804 -3.4915 -0.5920
H -6.4920 -1.3309 0.8097
H -5.8853 0.1738 -1.3587
H -7.3839 0.4702 -0.4365
H -7.4954 -0.3136 -1.9915
H -8.0836 -2.9206 -0.1611
C 0.4031 1.8829 0.1318
C -1.0013 1.4255 -0.0594
C -1.8022 2.0196 1.0349
O -1.3792 1.9522 -1.3472
H 1.0594 1.5647 -0.6782
H 0.8310 1.8274 1.1328
H 0.1833 2.9441 0.0152
H -1.1189 0.3457 0.0320
H -1.4895 1.7079 2.0315
H -2.7933 1.5730 0.9559
H -1.9028 3.0945 0.8851
H -0.8452 1.5130 -2.0132
C -1.4085 -2.9454 5.3092
C -1.8977 -4.3684 5.3338
C -0.8675 -5.2746 6.0623
O -3.1509 -4.3034 6.0229
H -0.3954 -3.0568 4.9228
H -1.1884 -2.5157 6.2864
H -2.0106 -2.3262 4.6442
H -2.1095 -4.6782 4.3104
H 0.1898 -5.1549 5.8256
H -1.2397 -6.2988 6.0877
H -0.7943 -5.1606 7.1439
H -2.8621 -4.2936 6.9383
C 5.9305 5.2912 -0.1613
C 5.8794 3.8604 0.2978
C 7.2096 3.1944 0.1365
O 5.6199 3.8388 1.6606
H 5.2012 5.9435 0.3189
H 5.7948 5.2878 -1.2428
H 6.8847 5.7995 -0.0227
H 5.2178 3.3092 -0.3705
H 7.2196 2.2116 0.6078
H 8.1665 3.6952 0.2837
H 7.3394 2.8923 -0.9027
H 6.3842 4.2896 2.0271
*
```

Calculated values
gap between HOMO and LUMO = 10.57 eV
LUMO = 0.522 eV
SMILES = CC(C)O.CC(C)O.CC(C)O.CC(C)O.CC(C)O

***

y.
Here is 5 unconnected molecules or ions with the total composition C15H40O5 from OMol25. Energies are from the ωB97M-V functional and the def2-TZVPD basis.

```
! RIJCOSX wB97M-V def2-TZVPD def2/J DEFGRID3
* xyz 0 1
C 2.9008 6.7838 -2.7180
C 2.1641 6.5690 -4.0259
C 0.6754 6.3791 -3.7318
O 2.0517 7.7566 -4.7455
H 2.5607 7.6449 -2.1427
H 3.9564 7.0132 -2.8632
H 2.8424 5.8221 -2.2083
H 2.4578 5.6457 -4.5252
H 0.2159 5.9814 -4.6367
H 0.2130 7.3027 -3.3834
H 0.7262 5.5751 -2.9976
H 1.5023 7.5879 -5.5144
C -2.2989 -3.2785 7.7212
C -0.9071 -3.2744 8.4113
C -0.4114 -1.8465 8.7696
O -0.9429 -3.9755 9.6216
H -2.9426 -2.6252 8.3102
H -2.6972 -4.2872 7.6121
H -2.2800 -2.7413 6.7729
H -0.1749 -3.7095 7.7312
H -1.1879 -1.3999 9.3906
H -0.2876 -1.3363 7.8143
H 0.5879 -1.7693 9.1981
H -1.7359 -3.6560 10.0581
C -2.5488 -0.8273 -6.8697
C -1.2420 -1.0490 -6.3121
C -0.8828 -2.5140 -6.1874
O -0.2285 -0.3840 -7.0148
H -2.5550 -1.0369 -7.9394
H -2.8020 0.2157 -6.6797
H -3.3522 -1.3841 -6.3876
H -1.1467 -0.6708 -5.2942
H -1.2744 -3.1273 -6.9990
H -1.1818 -2.8370 -5.1902
H 0.1928 -2.5924 -6.3452
H -0.6372 0.2418 -7.6173
C 5.1224 -1.7646 2.0877
C 5.3867 -2.9823 1.1831
C 4.1592 -3.6489 0.5649
O 6.2419 -2.6205 0.0919
H 5.3547 -0.7716 1.7028
H 5.6598 -1.8483 3.0323
H 4.0592 -1.5894 2.2518
H 5.8891 -3.7864 1.7209
H 3.3983 -3.0316 0.0874
H 3.5391 -4.0985 1.3405
H 4.3912 -4.4178 -0.1721
H 5.6408 -2.3218 -0.5945
C -2.8565 0.7106 0.9196
C -4.1756 -0.0817 0.8869
C -5.2115 0.4541 -0.1169
O -3.9340 -1.4723 0.8062
H -2.1502 0.4348 0.1365
H -2.2967 0.6372 1.8520
H -3.0165 1.7778 0.7661
H -4.6587 0.0329 1.8572
H -5.2647 1.5378 -0.0129
H -6.2488 0.1484 0.0196
H -4.8993 0.1486 -1.1156
H -3.4594 -1.6431 1.6230
*
```

Calculated values
gap between HOMO and LUMO = 10.15 eV
LUMO = 0.425 eV
SMILES = CC(C)O.CC(C)O.CC(C)O.CC(C)O.CC(C)O

***

Ranking the structures above by energy, w is first and the second is 23.1 kcal/mol behind.